Run a
DFT (ωB97M-V/def2-TZVPD) results for an isolated molecule of C6H14N2Si2.

Geometry as XYZ:
```
24
Properties=species:S:1:pos:R:3
C -3.26286 1.15234 -0.00890
C 3.30584 -1.22519 -0.00045
C -2.53960 0.04435 -0.03405
C 2.56657 -0.11587 0.00287
C -3.12920 -1.30343 0.07948
C 3.15801 1.23213 0.19822
N -1.17420 0.10848 -0.05672
N 1.15414 -0.13150 -0.11744
Si -0.11577 -1.28929 -0.15429
Si -0.14820 1.45003 -0.20266
H -2.76402 2.06351 -0.04940
H -4.25748 0.86749 -0.08577
H 2.85659 -2.09568 -0.08751
H 4.40346 -1.02372 0.12642
H -2.55608 -1.92172 -0.54810
H -4.11645 -1.16478 -0.04450
H -3.08010 -1.61670 1.07077
H 4.25601 1.03405 0.08260
H 2.94676 1.68573 1.13695
H 2.91496 1.82465 -0.64919
H -0.35944 -2.17284 1.18297
H -0.40824 -2.07351 -1.31735
H -0.30735 2.33181 -1.37685
H 0.65667 2.33965 0.85291
```

Computed properties:
- LUMO (eV) = 0.277
- frontier orbital gap (eV) = 8.1380
- M (u) = 170.4


Run b
DFT (ωB97M-V/def2-TZVPD) results for C6H14N2Si2 as an isolated structure.

Geometry as XYZ:
```
24
Properties=species:S:1:pos:R:3
C 2.40659 -2.19397 1.90770
C 2.58437 -1.30190 1.08703
C -2.65648 -1.01640 0.15813
C -1.16944 -1.33000 0.11570
C -0.35796 -0.83021 -1.07694
C -0.30937 0.75545 -0.92303
N 2.90477 1.69665 0.98060
N 0.79054 1.21579 -0.13914
Si 1.39788 2.61949 0.49612
Si 2.86080 0.21518 0.10546
H 2.43981 -2.89697 2.59694
H -2.79249 -0.06141 -0.25540
H -3.19865 -1.60756 -0.54087
H -3.09273 -1.07817 1.18940
H -0.62494 -0.77650 0.95766
H -1.08120 -2.39078 0.40557
H 0.68454 -1.13555 -0.99929
H -0.76594 -1.05919 -2.03897
H -1.29693 1.03520 -0.47762
H -0.21225 1.26935 -1.87167
H 3.72378 2.24096 1.14589
H 0.93025 3.35999 1.70380
H 1.65198 3.92293 -0.12322
H 3.57312 -0.10859 -1.07670
```

Computed properties:
- LUMO (eV) = -0.261
- frontier orbital gap (eV) = 8.0502
- M (u) = 170.4


Most stable structure: run a


Run a
DFT (ωB97M-V/def2-TZVPD) results for an isolated molecule of C2HN3O2.

Geometry as XYZ:
```
8
Properties=species:S:1:pos:R:3
C 0.92660 0.17735 -0.06241
C -1.11685 1.51837 -0.25692
N -1.66098 0.42149 0.29887
N -1.10076 -0.67573 0.43197
N 0.16503 -0.93362 -0.07274
O 0.26384 1.34867 -0.21083
O 0.53912 -2.08003 -0.25726
H 1.98401 0.22350 0.12932
```

Computed properties:
- LUMO (eV) = -1.891
- frontier orbital gap (eV) = 8.1748
- M (u) = 99.0


Run b
DFT (ωB97M-V/def2-TZVPD) results for a 2-piece molecular cluster, C2HN3O2 overall.

Geometry as XYZ:
```
8
Properties=species:S:1:pos:R:3
C 0.51185 -2.88727 0.03503
C 2.70282 -0.12619 -0.09163
N -0.46158 -2.33088 -0.32113
N -1.06071 -1.19943 -0.25256
N -0.12865 -0.37140 -0.12333
O 3.07548 -1.08546 0.40522
O 2.40584 0.88758 -0.54836
H -0.38813 0.55446 0.03490
```

Computed properties:
- LUMO (eV) = -1.008
- frontier orbital gap (eV) = 10.0704
- M (u) = 99.0


Most stable structure: run b